Entry 1:
# C19H25N3O4S2

One molecule with the formula C19H25N3O4S2 (the ωB97M-V functional and the def2-TZVPD basis, the Open Molecules 2025 dataset).

SMILES	CC(C)(C)NC(=O)CN(Cc1cccs1)C(=O)CNS(=O)(=O)c1ccccc1
M	423.56	u
ΔE to the lowest compared entry with this formula, charge and spin	0.0	kJ/mol
E_HOMO	-8.9457	eV
charge	0

CARTESIAN COORDINATES (ANGSTROEM)
S (-1.98, 1.84, 0.89)
S (5.33, 0.19, -0.55)
O (1.38, -2.53, -1.59)
O (-2.42, 2.68, 1.95)
O (1.18, 2.62, 0.92)
O (-1.19, 0.67, 1.21)
N (1.81, 0.74, -0.15)
N (0.45, -1.61, 0.26)
N (-1.18, 2.78, -0.26)
C (-5.60, 0.54, -1.52)
C (4.56, 2.42, 0.44)
C (-4.12, 2.26, -0.74)
C (-4.86, -0.41, -0.84)
C (1.16, -1.58, -0.87)
C (1.75, -0.20, -1.24)
C (4.17, 1.13, 0.33)
C (6.34, 1.56, -0.74)
C (-3.39, 1.30, -0.06)
C (5.81, 2.67, -0.17)
C (1.01, 1.81, 0.02)
C (-5.23, 1.88, -1.47)
C (-0.83, -2.42, 2.14)
C (-0.17, 2.01, -0.94)
C (-0.20, -2.81, 0.80)
C (0.85, -3.90, 1.02)
C (-3.75, -0.03, -0.10)
C (-1.26, -3.30, -0.18)
C (2.89, 0.52, 0.81)
H (-5.15, -1.45, -0.88)
H (-0.05, -2.20, 2.87)
H (-6.46, 0.24, -2.09)
H (-3.81, 3.30, -0.67)
H (0.16, 2.55, -1.83)
H (-0.80, -3.56, -1.12)
H (2.58, 1.01, 1.75)
H (2.99, -0.55, 0.97)
H (-1.44, -3.23, 2.52)
H (0.39, -4.78, 1.46)
H (3.98, 3.17, 0.95)
H (-2.00, -2.52, -0.36)
H (-5.81, 2.62, -2.00)
H (7.27, 1.46, -1.27)
H (-3.16, -0.74, 0.45)
H (-0.63, 1.06, -1.23)
H (-0.74, 3.56, 0.23)
H (1.18, 0.20, -2.08)
H (2.76, -0.39, -1.60)
H (-1.77, -4.18, 0.22)
H (1.63, -3.55, 1.69)
H (6.29, 3.63, -0.18)
H (1.31, -4.17, 0.07)
H (-1.44, -1.53, 2.03)
H (0.18, -0.74, 0.70)

***

Entry 2:
# C23H26N4O2S

One molecule with the formula C23H26N4O2S (the ωB97M-V functional and the def2-TZVPD basis, the Open Molecules 2025 dataset).

SMILES	CCc1ccccc1NC(=O)CSc1nc2ccccc2n1CC(=O)N1CCCC1
M	422.55	u
ΔE to the lowest compared entry with this formula, charge and spin	36.5	kJ/mol
E_HOMO	-8.1511	eV
charge	0

CARTESIAN COORDINATES (ANGSTROEM)
S (0.83, -2.00, 2.12)
O (4.68, 1.48, 0.35)
O (-0.39, -2.12, -0.69)
N (-2.44, -1.63, 0.21)
N (-0.59, 0.14, 1.33)
N (3.61, -0.15, -0.76)
N (1.62, 0.50, 1.38)
C (0.58, -0.35, 1.60)
C (-0.79, -2.66, 1.61)
C (1.58, 2.87, 0.49)
C (2.75, -1.32, -0.87)
C (-0.35, 1.41, 0.86)
C (-4.15, 0.57, 1.99)
C (-1.22, 2.37, 0.37)
C (-4.24, 0.88, -2.61)
C (-1.17, -2.09, 0.24)
C (-4.87, -0.29, 0.94)
C (-0.68, 3.57, -0.05)
C (-4.23, -0.15, -0.42)
C (-2.48, -0.64, -2.01)
C (0.69, 3.82, 0.02)
C (2.96, -1.81, -2.30)
C (-3.08, 0.21, -2.93)
C (-3.04, -0.81, -0.75)
C (4.36, -1.31, -2.65)
C (-4.81, 0.69, -1.36)
C (3.85, 0.58, 0.33)
C (4.39, 0.05, -1.97)
C (1.04, 1.66, 0.89)
C (3.02, 0.25, 1.58)
H (-5.91, 0.04, 0.88)
H (3.91, 0.81, -2.59)
H (2.23, -1.35, -2.97)
H (-3.08, 0.38, 2.00)
H (-4.71, 1.54, -3.32)
H (-2.28, 2.17, 0.31)
H (-1.57, -1.16, -2.26)
H (1.70, -1.07, -0.70)
H (-1.51, -2.44, 2.39)
H (3.05, -2.08, -0.15)
H (-5.72, 1.22, -1.10)
H (4.53, -1.24, -3.72)
H (2.64, 3.05, 0.52)
H (3.40, 0.89, 2.39)
H (5.12, -1.96, -2.21)
H (2.86, -2.89, -2.38)
H (-2.62, 0.34, -3.90)
H (5.39, 0.40, -1.70)
H (3.15, -0.80, 1.86)
H (-0.64, -3.74, 1.54)
H (-1.33, 4.34, -0.43)
H (1.07, 4.77, -0.32)
H (-4.89, -1.34, 1.25)
H (-4.30, 1.62, 1.78)
H (-4.56, 0.36, 2.98)
H (-2.93, -1.63, 1.09)

***

Entry 3:
# C45H47N9O3PPbS2

C45H47N9O3PPbS2 as an isolated structure at a distorted geometry (the ωB97M-V functional and the def2-TZVPD basis, the Open Molecules 2025 dataset).

M	1064.24	u
ΔE to the lowest compared entry with this formula, charge and spin	0.0	kJ/mol
E_HOMO	-9.1164	eV
charge	+1

CARTESIAN COORDINATES (ANGSTROEM)
Pb (0.48, 2.05, -0.55)
S (2.21, -1.80, 1.52)
S (-0.51, 3.46, -3.49)
P (-2.38, -3.42, 0.39)
O (-0.88, 4.83, -3.56)
O (0.91, 3.14, -3.53)
O (-2.76, 0.99, -1.72)
N (4.48, -0.60, 0.57)
N (-1.26, 2.76, -2.10)
N (0.96, 4.43, -0.26)
N (-1.18, 3.18, 1.02)
N (1.52, 1.98, 2.03)
N (-0.45, -4.00, 2.57)
N (4.08, -2.61, -0.23)
N (3.73, 1.53, 1.28)
N (3.35, 2.88, -0.76)
C (5.46, -0.91, -0.39)
C (3.61, 2.83, 3.40)
C (2.93, 1.83, 2.48)
C (-4.65, -3.06, 1.88)
C (2.55, 6.27, 0.09)
C (5.84, 1.52, 3.33)
C (-2.33, 1.74, -3.94)
C (1.58, 6.94, 0.79)
C (5.04, 2.55, 3.81)
C (4.25, 2.62, 0.36)
C (-4.14, -5.14, -2.90)
C (4.60, 0.46, 1.49)
C (5.23, -2.17, -0.84)
C (-1.45, 2.56, -4.66)
C (0.73, 3.03, 2.75)
C (-3.12, -6.07, 1.27)
C (-6.19, -1.22, 1.61)
C (3.42, -3.79, -0.74)
C (-1.25, -6.14, 3.33)
C (3.15, 4.24, -1.22)
C (0.01, 5.17, 0.32)
C (-3.21, 0.91, -4.69)
C (-3.01, -5.42, -3.77)
C (3.65, -1.70, 0.71)
C (-2.24, -7.20, 3.23)
C (-1.78, -5.02, -3.35)
C (-3.10, -7.13, 2.15)
C (-4.53, -1.63, -0.06)
C (-3.92, -4.60, -1.67)
C (-2.12, 1.75, -2.49)
C (-3.25, 0.90, -6.07)
C (-5.82, -2.38, 2.26)
C (-2.60, -4.17, -1.24)
C (-5.56, -0.87, 0.45)
C (-1.42, 2.60, -6.01)
C (-1.54, -4.40, -2.13)
C (-2.32, 1.75, -6.69)
C (5.63, 0.49, 2.35)
C (-2.30, -4.95, 1.37)
C (-1.34, -5.09, 2.42)
C (-0.81, 2.98, 2.46)
C (2.17, 5.02, -0.46)
C (0.28, 6.44, 0.85)
C (-1.33, 4.55, 0.57)
C (-4.00, -2.63, 0.72)
H (-4.76, -4.37, -1.01)
H (0.18, -4.20, 3.38)
H (-3.95, 0.34, -6.60)
H (3.03, 0.92, 2.99)
H (0.03, -3.63, 1.75)
H (-2.00, 2.67, 0.67)
H (2.99, 2.79, 4.30)
H (-2.18, 1.67, -7.76)
H (-2.28, -7.92, 4.05)
H (1.73, 7.94, 1.27)
H (-0.61, 3.12, -6.47)
H (-7.02, -0.65, 2.03)
H (2.81, 4.26, -2.29)
H (4.07, 4.81, -1.32)
H (-0.49, -4.12, -1.87)
H (6.34, -0.32, 2.37)
H (-1.84, 5.09, 1.34)
H (-4.24, -3.91, 2.37)
H (3.58, 6.64, 0.10)
H (-1.77, 4.66, -0.45)
H (5.24, 2.30, -0.02)
H (-3.92, 0.23, -4.13)
H (1.10, 4.06, 2.52)
H (4.41, 3.52, 0.93)
H (-0.86, -5.18, -3.91)
H (-3.80, -7.95, 2.01)
H (6.89, 1.59, 3.73)
H (-3.22, -5.81, -4.77)
H (5.45, 3.14, 4.57)
H (6.30, -0.26, -0.54)
H (3.69, 2.37, -1.58)
H (5.68, -2.67, -1.69)
H (-6.46, -2.79, 3.11)
H (-5.13, -5.47, -3.14)
H (-1.25, 3.78, 3.09)
H (-3.98, -6.01, 0.60)
H (1.06, 1.06, 2.24)
H (-0.47, -6.23, 4.09)
H (2.58, -3.51, -1.36)
H (4.18, -4.34, -1.27)
H (-0.49, 6.94, 1.46)
H (-6.00, 0.00, -0.11)
H (0.92, 2.98, 3.86)
H (-3.98, -1.25, -0.92)
H (-1.19, 2.01, 2.92)
H (2.99, -4.40, 0.08)
H (3.49, 3.85, 3.05)

***

Entry 4:
# C29H27N5OSSn

C29H27N5OSSn as an isolated structure (the ωB97M-V functional and the def2-TZVPD basis, the Open Molecules 2025 dataset).

M	612.35	u
ΔE to the lowest compared entry with this formula, charge and spin	18.9	kJ/mol
E_HOMO	-13.7178	eV
charge	+2

CARTESIAN COORDINATES (ANGSTROEM)
Sn (-0.47, 1.54, 0.46)
S (-0.61, -1.42, 0.12)
O (0.43, 0.27, 2.13)
N (2.78, -1.02, -0.62)
N (1.04, -0.91, 2.11)
N (-1.46, 2.19, 2.47)
N (-1.50, 0.94, -1.82)
N (-2.78, 0.94, 0.53)
C (1.89, -0.69, -1.72)
C (-4.64, -0.25, -0.34)
C (-1.28, 0.49, -4.15)
C (-3.39, 0.32, -0.50)
C (-0.74, 2.89, 3.35)
C (3.71, -2.08, -0.97)
C (-3.42, 1.07, 1.70)
C (-3.20, -0.29, -2.95)
C (0.67, -1.87, 1.24)
C (-5.29, -0.15, 0.88)
C (-0.70, -3.90, -3.02)
C (0.98, -1.81, -2.14)
C (-2.56, 2.96, 4.86)
C (-2.72, 1.85, 2.75)
C (-0.83, 1.05, -2.96)
C (1.22, -2.48, -3.33)
C (2.68, -2.33, 3.03)
C (-2.68, 0.30, -1.80)
C (-0.13, -2.22, -1.39)
C (-2.48, -0.20, -4.13)
C (-3.31, 2.23, 3.95)
C (-0.96, -3.25, -1.82)
C (-4.68, 0.53, 1.91)
C (2.28, -3.36, 2.18)
C (1.27, -3.12, 1.28)
C (3.50, 0.17, -0.18)
C (-1.25, 3.30, 4.56)
C (0.39, -3.51, -3.77)
C (2.04, -1.12, 2.98)
H (-1.81, -3.54, -1.21)
H (0.10, 1.60, -2.92)
H (2.26, -0.28, 3.62)
H (-3.01, 3.27, 5.80)
H (0.61, -4.02, -4.70)
H (-5.18, 0.63, 2.86)
H (-0.70, 0.60, -5.06)
H (0.93, -3.88, 0.59)
H (-0.64, 3.87, 5.25)
H (3.48, -2.48, 3.75)
H (2.07, -2.19, -3.93)
H (0.28, 3.12, 3.06)
H (-2.87, -0.65, -5.03)
H (-4.33, 1.97, 4.17)
H (3.17, -2.99, -1.24)
H (4.34, -2.31, -0.11)
H (-4.15, -0.80, -2.94)
H (-1.35, -4.70, -3.35)
H (2.46, -0.36, -2.61)
H (-5.12, -0.76, -1.17)
H (2.76, -4.33, 2.23)
H (-6.27, -0.60, 1.01)
H (4.11, 0.60, -0.98)
H (4.15, -0.09, 0.65)
H (4.36, -1.80, -1.81)
H (2.80, 0.93, 0.16)
H (1.29, 0.17, -1.41)

***

Entry 5:
# C18H66O15

A 15-piece molecular cluster, C18H66O15 overall at a distorted geometry (the ωB97M-V functional and the def2-TZVPD basis, the Open Molecules 2025 dataset).

M	522.71	u
ΔE to the lowest compared entry with this formula, charge and spin	476.4	kJ/mol
E_HOMO	-9.8472	eV
charge	0

CARTESIAN COORDINATES (ANGSTROEM)
O (-8.34, 17.76, -19.87)
O (-12.21, 14.75, -23.27)
O (-23.13, 21.80, -19.97)
O (-15.77, 19.12, -17.39)
O (-16.10, 16.59, -23.54)
O (-17.55, 13.43, -18.92)
O (-21.49, 17.98, -22.33)
O (-9.27, 24.51, -18.14)
O (-18.39, 23.35, -25.57)
O (-17.57, 22.90, -16.80)
O (-13.90, 12.57, -20.52)
O (-15.42, 15.17, -15.97)
O (-16.45, 18.93, -12.49)
O (-21.52, 21.21, -15.37)
O (-7.19, 16.64, -16.18)
C (-18.16, 24.18, -24.45)
C (-11.49, 24.29, -18.91)
C (-15.47, 19.18, -18.76)
C (-25.14, 22.88, -20.69)
C (-17.11, 25.24, -24.79)
C (-7.62, 17.05, -13.81)
C (-21.20, 19.00, -15.64)
C (-23.51, 19.97, -15.23)
C (-23.61, 22.92, -20.70)
C (-22.93, 24.13, -20.03)
C (-14.34, 18.29, -19.25)
C (-9.48, 24.99, -20.40)
C (-17.81, 23.28, -23.26)
C (-10.03, 24.15, -19.25)
C (-9.24, 15.90, -15.37)
C (-7.83, 16.13, -15.03)
C (-22.01, 20.02, -14.96)
C (-16.83, 18.90, -19.40)
H (-23.53, 24.41, -19.16)
H (-15.61, 18.22, -17.09)
H (-22.77, 25.01, -20.65)
H (-9.88, 23.12, -19.59)
H (-23.72, 20.00, -16.30)
H (-8.03, 16.51, -12.95)
H (-24.08, 20.86, -14.93)
H (-9.85, 15.54, -14.55)
H (-16.53, 25.29, -23.87)
H (-17.76, 23.84, -22.32)
H (-25.57, 23.66, -21.32)
H (-19.21, 24.48, -24.46)
H (-23.98, 19.03, -14.96)
H (-21.87, 21.88, -14.78)
H (-16.86, 19.01, -20.48)
H (-16.76, 16.05, -23.10)
H (-21.47, 18.80, -16.68)
H (-20.12, 19.11, -15.81)
H (-25.60, 23.01, -19.70)
H (-16.67, 13.14, -19.15)
H (-17.59, 26.20, -25.01)
H (-16.86, 22.75, -23.33)
H (-16.81, 22.59, -16.31)
H (-16.58, 17.12, -24.16)
H (-9.29, 17.84, -19.76)
H (-8.51, 24.65, -20.76)
H (-17.94, 13.69, -19.76)
H (-13.39, 18.71, -18.94)
H (-8.01, 17.63, -18.98)
H (-6.56, 17.24, -13.68)
H (-25.46, 21.94, -21.13)
H (-14.31, 17.22, -19.05)
H (-18.38, 23.99, -26.29)
H (-8.02, 18.06, -13.83)
H (-8.41, 24.08, -18.15)
H (-11.56, 23.67, -18.03)
H (-16.41, 24.95, -25.57)
H (-14.00, 11.92, -21.22)
H (-18.57, 22.55, -23.00)
H (-14.29, 18.16, -20.34)
H (-21.22, 18.39, -23.15)
H (-14.67, 14.57, -16.05)
H (-23.29, 22.68, -21.72)
H (-22.02, 18.64, -21.89)
H (-9.52, 26.05, -20.16)
H (-15.23, 20.23, -18.94)
H (-9.59, 16.92, -15.56)
H (-16.52, 18.83, -13.44)
H (-21.90, 20.04, -13.88)
H (-17.68, 19.47, -19.04)
H (-22.70, 22.16, -19.19)
H (-10.12, 24.69, -21.23)
H (-17.10, 17.86, -19.22)
H (-6.23, 16.60, -16.11)
H (-16.08, 14.81, -16.56)
H (-13.08, 15.13, -23.40)
H (-13.30, 13.22, -20.88)
H (-15.52, 18.76, -12.30)
H (-9.39, 15.29, -16.26)
H (-18.25, 22.24, -16.63)
H (-21.33, 17.97, -15.32)
H (-11.87, 25.25, -18.56)
H (-11.63, 15.26, -23.83)
H (-12.01, 23.93, -19.80)
H (-7.44, 15.12, -14.86)
H (-21.94, 23.71, -19.83)

***

Entry 6:
# C20H52MgO12S7

C20H52MgO12S7 as an isolated structure at a distorted geometry (the ωB97M-V functional and the def2-TZVPD basis, the Open Molecules 2025 dataset).

M	733.40	u
E_HOMO	-6.8612	eV
charge	0

CARTESIAN COORDINATES (ANGSTROEM)
S (7.32, -26.82, -12.19)
S (3.52, -27.49, -10.24)
S (6.51, -17.23, -12.51)
S (3.98, -25.28, -14.85)
S (11.96, -23.40, -11.43)
S (10.39, -22.22, -6.50)
S (1.87, -23.02, -11.31)
Mg (4.81, -24.68, -11.48)
O (11.50, -24.36, -10.37)
O (3.55, -19.46, -8.31)
O (7.45, -16.48, -11.63)
O (4.18, -24.86, -13.43)
O (5.73, -22.93, -12.02)
O (11.53, -21.25, -6.82)
O (6.22, -25.82, -12.36)
O (4.99, -17.95, -9.07)
O (3.94, -26.57, -11.36)
O (3.03, -23.97, -11.23)
O (2.81, -17.42, -8.85)
O (5.47, -24.60, -9.62)
C (3.72, -18.20, -8.76)
C (8.81, -25.85, -11.80)
C (4.83, -20.13, -8.36)
C (4.89, -26.84, -15.05)
C (8.88, -21.25, -6.55)
C (6.42, -23.56, -9.64)
C (4.86, -17.30, -11.77)
C (11.92, -24.36, -12.98)
C (2.22, -28.48, -11.03)
C (7.01, -27.57, -10.59)
C (2.48, -26.44, -9.21)
C (2.30, -25.94, -14.84)
C (10.14, -23.23, -8.00)
C (2.45, -21.79, -12.55)
C (7.08, -19.11, -9.07)
C (5.59, -19.24, -9.29)
C (6.21, -22.51, -10.78)
C (10.52, -22.33, -11.74)
C (6.91, -19.00, -12.34)
C (1.93, -21.95, -9.83)
H (9.73, -26.34, -12.13)
H (1.63, -27.83, -11.67)
H (1.78, -25.84, -9.79)
H (10.73, -21.76, -12.64)
H (5.25, -20.13, -7.35)
H (4.83, -17.27, -10.68)
H (12.10, -23.74, -13.87)
H (1.56, -25.16, -14.73)
H (2.90, -21.46, -9.80)
H (7.12, -21.89, -10.84)
H (4.79, -21.13, -8.78)
H (2.12, -26.41, -15.81)
H (7.47, -18.64, -9.98)
H (2.12, -26.93, -8.30)
H (5.33, -19.55, -10.31)
H (10.94, -24.79, -13.15)
H (7.95, -19.16, -12.64)
H (1.66, -29.00, -10.26)
H (7.52, -20.11, -9.17)
H (9.61, -22.90, -11.93)
H (9.20, -23.79, -8.02)
H (4.70, -27.57, -14.27)
H (4.77, -27.28, -16.04)
H (7.35, -18.59, -8.16)
H (8.80, -20.62, -5.66)
H (6.24, -28.34, -10.66)
H (4.34, -18.21, -12.08)
H (3.44, -21.46, -12.23)
H (3.18, -25.69, -8.81)
H (5.50, -21.83, -10.24)
H (4.35, -16.41, -12.12)
H (8.96, -25.63, -10.75)
H (2.49, -22.31, -13.50)
H (12.71, -25.10, -13.05)
H (2.77, -29.18, -11.66)
H (7.90, -28.03, -10.15)
H (10.82, -24.08, -7.87)
H (10.43, -22.72, -8.91)
H (7.44, -23.97, -9.59)
H (5.93, -26.53, -14.90)
H (6.34, -22.99, -8.69)
H (1.09, -21.25, -9.83)
H (1.86, -22.60, -8.95)
H (2.23, -26.63, -14.00)
H (8.75, -24.90, -12.33)
H (6.69, -26.81, -9.87)
H (8.83, -20.53, -7.37)
H (7.96, -21.81, -6.71)
H (1.76, -20.95, -12.69)
H (6.87, -19.22, -11.27)
H (10.29, -21.72, -10.87)
H (6.19, -19.65, -12.83)